(1)
Density functional theory data (the ωB97M-V functional and the def2-TZVPD basis) for a molecular structure, C36H43BF4N4O4S3Ti.

Last column: Löwdin charge in e.
Positions of all 96 atoms, in Å:
1 Ti -0.79075 1.25718 0.55650  1.09
2 C -3.55638 3.09774 -5.15722  -0.43
3 S -3.49229 1.74421 -3.94299  0.80
4 C -2.33027 2.46414 -2.79578  -1.14
5 S -0.99994 3.32584 -3.32010  0.66
6 N -2.71091 2.40290 -1.56372  -0.06
7 N -2.10363 2.59349 -0.44102  -0.08
8 C -2.56322 3.51401 0.36708  -0.06
9 C -1.96632 3.66370 1.64631  -0.23
10 C -2.40040 4.66156 2.54284  0.01
11 C -1.78707 4.78484 3.76613  -0.04
12 C -0.74541 3.91071 4.08785  -0.03
13 C -0.38309 2.94565 3.16874  -0.09
14 N -0.96020 2.81718 1.97446  0.04
15 H -4.24440 2.77779 -5.93264  0.02
16 H -2.56650 3.27709 -5.56458  -0.01
17 H -3.92930 3.99292 -4.66631  0.03
18 H -3.39654 4.14689 0.06240  0.15
19 H -3.22876 5.29485 2.26161  0.12
20 H -2.11562 5.53165 4.47484  0.11
21 H -0.25133 3.97450 5.04458  0.11
22 H 0.39986 2.23391 3.40477  0.12
23 N 0.51664 4.65123 -0.55266  0.01
24 C 1.52878 3.95596 -1.32981  -0.21
25 C 1.24464 2.45806 -1.32751  -0.61
26 O 1.79017 1.70536 -2.11323  0.05
27 O 0.44416 2.04852 -0.40112  -0.17
28 H -0.38398 4.52861 -1.01408  0.01
29 H 0.72147 5.64665 -0.55269  0.08
30 H 2.50364 4.11723 -0.85866  0.12
31 H 1.60985 4.26373 -2.38422  0.11
32 C -1.89740 -0.14026 4.15629  -0.03
33 C -1.03034 -1.32574 3.72302  -0.34
34 C -1.47870 -1.98078 2.41623  -0.04
35 C 0.42752 -0.92382 3.67731  -0.12
36 C 1.21646 -1.34533 4.73805  -0.04
37 C 2.56782 -1.07814 4.79305  -0.07
38 C 3.13956 -0.40822 3.73181  -0.04
39 C 2.39554 0.05609 2.65779  -0.12
40 C 3.16335 0.74083 1.55125  -0.34
41 C 2.87964 0.06569 0.21109  -0.06
42 C 2.88892 2.24525 1.53047  -0.03
43 C 0.99194 -0.14748 2.63334  -0.20
44 O 0.22287 0.35616 1.65538  -0.19
45 H -2.95069 -0.39249 4.07577  0.09
46 H -1.69572 0.74236 3.55223  0.05
47 H -1.67580 0.10961 5.19407  0.09
48 H -1.12423 -2.08837 4.50764  0.13
49 H -1.33205 -1.31493 1.56457  0.05
50 H -2.52987 -2.25020 2.47315  0.09
51 H -0.89330 -2.88779 2.25787  0.08
52 H 0.75511 -1.90376 5.54019  0.11
53 H 3.16646 -1.40705 5.62898  0.10
54 H 4.20602 -0.24097 3.73627  0.11
55 H 4.23215 0.61231 1.76655  0.13
56 H 1.81909 0.14458 -0.02743  0.02
57 H 3.15549 -0.98722 0.25819  0.09
58 H 3.44629 0.54045 -0.58463  0.09
59 H 1.84610 2.44928 1.28467  0.05
60 H 3.52908 2.71644 0.78719  0.08
61 H 3.11509 2.67895 2.50470  0.09
62 F -4.57820 1.42820 0.71565  0.21
63 B -3.85693 0.29362 0.72199  -1.24
64 F -2.46477 0.73001 1.32701  -0.07
65 F -3.51215 -0.16271 -0.50644  0.18
66 F -4.32639 -0.66609 1.53598  0.21
67 O -1.01183 -0.14676 -0.75426  -0.56
68 S -0.04967 -1.21324 -1.21613  1.10
69 C 0.24861 -0.75549 -2.96001  -0.22
70 C 1.04578 -1.83920 -3.59684  -0.28
71 C 2.29403 -2.16460 -3.07392  -0.03
72 C 3.03190 -3.19749 -3.62062  -0.06
73 C 2.53180 -3.91393 -4.69779  -0.08
74 C 1.29500 -3.59011 -5.22676  -0.08
75 C 0.55119 -2.56067 -4.67476  -0.05
76 C -1.11496 -2.69865 -1.50744  -0.20
77 C -0.28516 -3.93509 -1.35139  -0.28
78 C -0.23843 -4.91079 -2.34075  -0.04
79 C 0.51113 -6.06109 -2.15847  -0.08
80 C 1.22345 -6.25393 -0.98875  -0.08
81 C 1.19818 -5.27835 -0.00491  -0.07
82 C 0.45579 -4.12627 -0.18850  -0.06
83 H 0.81426 0.18150 -2.89715  0.08
84 H -0.71621 -0.58163 -3.43633  0.11
85 H 2.68458 -1.58941 -2.24701  0.11
86 H 4.00247 -3.44129 -3.21425  0.11
87 H 3.11252 -4.71381 -5.13267  0.10
88 H 0.90443 -4.13705 -6.07286  0.11
89 H -0.41242 -2.30363 -5.09300  0.12
90 H -1.56992 -2.62835 -2.49211  0.11
91 H -1.89486 -2.64201 -0.74511  0.11
92 H -0.79586 -4.77978 -3.25628  0.11
93 H 0.52949 -6.81377 -2.93226  0.11
94 H 1.78745 -7.16299 -0.83855  0.10
95 H 1.75303 -5.42401 0.91031  0.11
96 H 0.44338 -3.36468 0.57952  0.09

Calculated values
Net charge: 0
ΔE to the lowest compared entry with this formula, charge and spin, kcal per mole: 30.0
Multiplicity: 1
Electronic energy, Ha: -4386.28850

(2)
Density functional theory data (the ωB97M-V functional and the def2-TZVPD basis) for a molecular structure, C36H43Cl5NO4RuSi4.

Last column: Mulliken spin population.
Positions of all 94 atoms, in Å:
1 Ru 0.96750 -0.08431 0.39761  1.02
2 C -1.83373 -2.09543 2.29579  0.02
3 Si -3.05302 -1.34727 1.08946  0.00
4 C -4.64784 -1.30812 2.15036  0.00
5 C -3.48735 -2.51757 -0.31892  0.00
6 C -2.66949 0.36081 0.56244  0.03
7 C -1.92991 1.09937 1.54039  -0.02
8 C -2.59902 2.03507 2.39502  -0.01
9 C -1.97633 2.64979 3.44935  0.01
10 C -0.62861 2.37729 3.70245  -0.01
11 C 0.00501 1.52864 2.83078  0.03
12 N -0.58173 0.91520 1.76671  -0.04
13 Si -3.78509 1.26949 -0.53895  0.00
14 C -5.60095 1.44379 0.04279  0.00
15 C -3.94850 0.46789 -2.24648  0.00
16 C -3.23211 3.06405 -0.76656  0.00
17 H -2.27185 -2.99790 2.73241  0.00
18 H -1.63941 -1.38995 3.10612  0.00
19 H -0.89145 -2.34968 1.82032  0.00
20 H -4.85232 -2.28365 2.60806  0.00
21 H -5.52058 -1.02695 1.56606  0.00
22 H -4.53676 -0.57912 2.95530  0.00
23 H -3.63371 -3.52822 0.07204  0.00
24 H -2.70827 -2.56996 -1.07758  0.00
25 H -4.41587 -2.20388 -0.79633  0.00
26 H -3.64947 2.20137 2.20788  0.00
27 H -2.53301 3.32561 4.09220  0.00
28 H -0.08046 2.81982 4.52205  0.00
29 H 1.05632 1.34468 2.96819  0.00
30 H -6.10159 0.47641 0.05726  0.00
31 H -6.16068 2.09495 -0.63980  0.00
32 H -5.67327 1.86726 1.04530  0.00
33 H -4.99482 0.41397 -2.55925  0.00
34 H -3.53990 -0.53592 -2.25308  0.00
35 H -3.40350 1.04198 -2.99892  0.00
36 H -2.84051 3.47726 0.16217  0.00
37 H -4.07151 3.68711 -1.08754  0.00
38 H -2.45044 3.14160 -1.51776  0.00
39 Cl 0.15475 2.42113 -1.81493  0.00
40 C 1.37332 1.31646 -2.39395  0.03
41 C 1.70765 0.26426 -1.56068  0.13
42 C 2.60528 -0.64940 -2.10409  -0.08
43 Cl 3.01479 -1.99017 -1.08838  0.01
44 C 3.14840 -0.54538 -3.37594  -0.01
45 Cl 4.24389 -1.73618 -3.99164  0.00
46 C 2.78753 0.53761 -4.17550  0.00
47 Cl 3.42750 0.68908 -5.77656  0.00
48 C 1.88711 1.47421 -3.67842  0.00
49 Cl 1.39135 2.79835 -4.67904  0.00
50 C 0.94344 -1.45978 3.77010  0.01
51 Si 2.05613 -1.03648 2.30342  -0.02
52 C 2.96768 -2.65078 1.96617  -0.01
53 C 3.36294 0.11211 3.06459  0.01
54 C 4.11936 -0.19888 4.20092  0.00
55 C 5.02872 0.70159 4.72331  0.00
56 C 5.19965 1.94084 4.10812  0.00
57 C 4.46682 2.25107 2.97747  0.00
58 C 3.54034 1.34976 2.43908  -0.01
59 Si 2.54262 1.63811 0.82413  -0.04
60 C 1.92683 3.43125 0.99297  0.00
61 C 3.97693 1.84832 -0.41356  0.00
62 H 1.59820 -1.60626 4.62959  0.00
63 H 0.38767 -2.37823 3.58566  0.00
64 H 0.22289 -0.68709 4.01756  0.00
65 H 3.22626 -3.11535 2.91909  0.00
66 H 3.88512 -2.48179 1.40646  0.00
67 H 2.34013 -3.34281 1.40297  0.00
68 H 3.99930 -1.16256 4.68447  0.00
69 H 5.60518 0.44668 5.60517  0.00
70 H 5.90661 2.65567 4.51365  0.00
71 H 4.62017 3.21333 2.50118  0.00
72 H 2.70318 4.05539 1.43850  0.00
73 H 1.03251 3.51855 1.60570  0.00
74 H 1.68853 3.83919 0.01085  0.00
75 H 4.76874 2.44965 0.03717  0.00
76 H 3.65312 2.34269 -1.32904  0.00
77 H 4.40437 0.88448 -0.69321  0.00
78 O -0.13399 -4.03275 -0.75207  0.00
79 C -0.19035 -2.82536 -0.98405  -0.04
80 O -0.18211 -1.89578 -0.11481  -0.04
81 C -0.27460 -2.38760 -2.43598  0.01
82 C -0.82033 -1.15687 -2.77212  0.02
83 C -0.86455 -0.71128 -4.09865  0.00
84 C -0.31743 -1.54634 -5.04034  0.00
85 O -0.20158 -1.33394 -6.39953  0.00
86 C 0.45150 -2.48788 -6.91431  0.00
87 O 0.69050 -3.39983 -5.85198  0.00
88 C 0.21613 -2.77831 -4.71006  0.00
89 C 0.24068 -3.24118 -3.42326  0.00
90 H -1.20752 -0.52879 -1.97133  0.00
91 H -1.26982 0.25400 -4.36067  0.00
92 H 1.40745 -2.18872 -7.36075  0.00
93 H -0.19821 -2.96500 -7.65924  0.00
94 H 0.65348 -4.19844 -3.14156  0.00

Calculated values
Net charge: -2
Multiplicity: 2
Electronic energy, Ha: -5307.31787

(3)
Density functional theory data (the ωB97M-V functional and the def2-TZVPD basis) for a molecular structure, C36H43GeN3O7Pb.

Last column: Mulliken spin population.
Positions of all 91 atoms, in Å:
1 Pb -1.78464 -11.29965 17.00730  0.06
2 O -3.32723 -12.58893 18.77577  -0.01
3 C -3.30336 -13.44032 19.74214  0.00
4 C -4.20980 -13.31074 20.83305  0.00
5 C -4.42717 -14.36844 21.65961  0.00
6 C -3.68884 -15.59284 21.60399  0.00
7 C -2.66428 -15.68133 20.67666  0.00
8 C -2.42008 -14.64311 19.77649  0.00
9 C -1.39491 -14.78461 18.80286  0.00
10 N -0.43588 -13.92272 18.56978  0.00
11 N 1.15799 -12.59906 18.20615  0.00
12 C 1.30985 -11.22438 17.91370  0.00
13 O 0.49108 -10.38085 18.31438  0.00
14 C 2.54218 -10.82581 17.19615  0.00
15 C 2.67336 -9.54222 16.56722  0.00
16 C 3.87581 -9.07707 16.15278  0.00
17 C 5.00586 -9.89928 16.19840  0.00
18 C 4.87761 -11.20253 16.69544  0.00
19 C 3.66949 -11.65448 17.15385  0.00
20 H -4.67877 -12.37052 20.92449  0.00
21 H -5.24665 -14.26919 22.40176  0.00
22 H -3.94763 -16.35473 22.33138  0.00
23 H -2.00966 -16.56916 20.55619  0.00
24 H -1.46129 -15.57952 18.04997  0.00
25 H 1.84119 -8.86145 16.57594  0.00
26 H 3.96592 -8.05318 15.73405  0.00
27 H 5.99946 -9.55101 15.88878  0.00
28 H 5.78094 -11.81095 16.72290  0.00
29 H 3.60277 -12.70137 17.48786  0.00
30 C -4.78139 -10.79704 14.19580  -0.02
31 C -5.40491 -10.81551 15.58765  0.01
32 C -6.68653 -10.04556 15.64694  -0.01
33 C -5.61554 -12.21127 16.17580  0.01
34 O -4.52456 -10.20160 16.62167  0.14
35 Ge -3.71124 -8.51155 16.46781  0.74
36 O -2.26832 -9.26247 15.34510  -0.04
37 C -1.31096 -8.56288 14.57606  -0.02
38 C -0.58766 -7.60408 15.47094  0.00
39 C -2.00185 -7.78231 13.41555  0.00
40 C -0.43580 -9.65941 13.89216  0.01
41 O -2.75929 -8.60716 18.00240  0.09
42 C -3.06627 -7.86126 19.25895  -0.01
43 C -3.25271 -6.37105 18.92915  0.02
44 C -4.26762 -8.56874 19.84175  0.01
45 C -1.81935 -8.04015 20.08244  0.01
46 H -5.57988 -11.05309 13.51039  0.00
47 H -4.00040 -11.54806 14.11656  0.00
48 H -4.44343 -9.78324 13.98824  0.01
49 H -7.45083 -10.47298 15.02477  0.00
50 H -6.55881 -8.99973 15.27247  0.00
51 H -6.98582 -9.97132 16.71181  0.00
52 H -6.39810 -12.79472 15.65010  0.00
53 H -5.84628 -12.17507 17.21954  0.00
54 H -4.70330 -12.77875 16.00231  -0.01
55 H -1.25048 -6.75038 15.82016  0.01
56 H 0.24348 -7.14354 14.90750  0.00
57 H -0.18267 -8.00094 16.38448  -0.01
58 H -2.68976 -6.99721 13.75143  0.00
59 H -2.51564 -8.46372 12.75147  0.00
60 H -1.17843 -7.29504 12.81503  0.00
61 H 0.16037 -10.12987 14.69241  0.00
62 H 0.29596 -9.16062 13.24277  0.00
63 H -1.14043 -10.35630 13.40396  0.00
64 H -4.11305 -6.22075 18.25116  -0.01
65 H -2.35236 -5.98644 18.47374  0.00
66 H -3.49079 -5.82725 19.81279  0.00
67 H -5.16210 -8.42852 19.17821  0.00
68 H -4.49410 -8.16054 20.79102  0.00
69 H -4.01016 -9.62413 19.92509  -0.01
70 H -0.94947 -7.58992 19.62631  0.00
71 H -1.71280 -9.06224 20.37948  -0.01
72 H -1.94348 -7.54260 21.06298  0.00
73 O -1.88037 -13.99192 13.27548  0.00
74 C -1.66214 -13.53997 14.42659  0.00
75 O -2.37276 -12.57131 15.04411  0.00
76 C -0.59464 -14.01972 15.33881  0.00
77 C 0.05800 -15.30277 15.21395  0.00
78 C 1.13800 -15.62214 16.09940  0.00
79 C 1.32592 -14.87801 17.29191  -0.01
80 C 2.12939 -15.28248 18.35900  0.00
81 C 2.07252 -14.82506 19.73598  0.00
82 C 1.33155 -13.79390 20.27931  0.01
83 C 0.41080 -13.04241 19.41856  0.00
84 C 0.48916 -13.63615 17.35748  0.01
85 N -0.18617 -13.13165 16.22940  0.00
86 H -0.31321 -15.95468 14.42854  0.00
87 H 1.70970 -16.51808 15.84390  0.00
88 H 2.94522 -15.99331 18.13894  0.00
89 H 2.72679 -15.42454 20.38480  0.00
90 H 1.43978 -13.54713 21.34201  0.00
91 H -0.08816 -12.19034 19.94847  0.00

Calculated values
Net charge: +1
ΔE to the lowest compared entry with this formula, charge and spin, kcal per mole: 42.6
Multiplicity: 2
Electronic energy, Ha: -4357.99360